# C30H62BCl24FNP

A molecular structure, C30H62BCl24FNP in a non-equilibrium geometry (wB97M-V/def2-TZVPD, the Open Molecules 2025 dataset).

Output
LUMO ... -0.01 eV
DFT total energy ... -346822.153 eV
Gap between HOMO and LUMO ... 7.83 eV
Total charge ... 0

The geometry in XYZ format:
```
120
C30H62BCl24FNP | the Open Molecules 2025 dataset | wB97M-V/def2-TZVPD
Cl -1.842 -1.831 0.347
H -7.464 -1.829 -1.536
H -2.058 0.663 -0.870
H -3.632 -2.878 6.105
Cl 4.129 4.455 -4.682
Cl -5.344 -1.814 -2.537
C -0.155 1.863 -8.706
Cl -1.259 -0.553 7.716
H -5.618 5.175 -2.084
H -4.184 4.887 -1.097
H -5.097 7.654 -2.058
H 7.791 2.956 3.829
H 7.031 -2.926 1.524
Cl 7.292 0.439 5.151
H -5.463 6.981 -0.468
Cl 9.583 1.689 2.966
H -1.968 1.559 -3.226
H 4.326 3.167 -6.626
H -7.516 -5.731 0.295
Cl 2.948 1.366 -3.695
C 4.246 2.913 -5.570
H -6.523 0.513 -1.286
C 1.540 -2.719 -5.567
Cl 2.597 -1.356 -6.011
C 1.933 -1.575 2.136
C -2.152 -3.059 -1.592
C 5.805 0.252 2.182
Cl 1.061 0.576 -8.505
C 3.307 1.088 7.688
Cl -9.573 -4.735 -0.287
C 3.046 2.018 -5.357
H 3.344 1.258 8.763
H 2.467 -1.749 1.185
H 5.600 -2.611 2.679
Cl -7.150 -3.116 1.466
C -2.288 1.695 -1.127
Cl -4.837 0.016 0.291
H 6.363 1.168 1.900
C 2.591 -0.466 2.993
H 9.347 3.434 4.513
H -3.305 0.309 1.644
Cl -4.120 0.695 -2.887
H 7.796 -0.702 1.759
H -6.220 -2.420 -0.429
H 0.748 -4.528 -6.391
C 1.284 -3.643 -6.733
Cl -1.362 -3.370 -4.194
H -2.972 -1.933 -3.246
H 2.112 2.535 -5.562
H -3.107 2.824 -2.771
C -2.024 -2.324 -2.906
H -1.333 -1.488 -2.791
Cl 2.794 -0.610 7.487
H 9.394 1.266 5.826
Cl -3.494 2.300 0.038
C 6.412 -2.213 2.071
H 5.278 0.538 -1.252
C -4.630 5.558 -1.829
H -3.829 -2.162 1.551
H 2.044 -3.265 -4.770
C -6.392 -0.268 -0.541
Cl -3.205 7.575 -0.655
H -8.866 -6.373 1.233
Cl 1.324 3.765 -7.511
C -2.654 -2.519 6.426
Cl 0.280 -2.888 -8.000
H 1.811 -0.006 3.611
H 5.167 2.423 -5.264
H -1.211 -3.535 -1.326
C -4.752 6.963 -1.292
H -8.992 -4.177 2.490
H 2.711 3.105 7.324
H 3.111 1.159 -6.023
H 5.552 0.409 3.257
H 1.925 -2.517 2.695
C 6.748 -0.929 1.972
H -0.270 3.944 -9.223
H 1.197 3.157 -9.799
C -2.773 -1.112 6.962
H 1.355 1.976 7.329
H 0.622 -2.307 -5.163
P 4.345 -0.273 -0.533
C -2.967 -0.396 2.395
H 2.215 -3.965 -7.195
H -3.536 -1.080 7.739
H -0.770 1.899 -7.809
C -8.411 -5.460 0.852
H -2.272 -3.201 7.183
C 0.487 3.200 -8.976
Cl -1.591 -2.605 5.005
C -2.772 1.814 -2.544
H 2.331 0.857 1.339
Cl -3.417 -4.323 -1.608
F 3.333 1.880 2.761
H -2.405 -2.477 2.546
N 4.484 -1.841 -0.829
H -3.051 -0.406 6.181
C -2.842 -1.790 1.827
H 8.071 2.345 6.270
H 3.600 -2.131 -1.242
C 8.477 1.730 5.468
H -1.386 2.291 -0.991
Cl 2.510 2.023 5.257
B 4.484 0.213 1.321
C -8.090 -4.535 1.999
H -3.689 -0.394 3.212
H -7.175 -0.162 0.209
C 3.127 0.654 2.080
C -6.459 -1.643 -1.157
Cl -3.647 5.488 -3.314
H 4.316 1.179 7.291
H 0.920 -1.269 1.840
Cl -1.429 0.209 3.071
H -7.483 -5.058 2.737
C 8.723 2.582 4.247
C 2.395 2.102 7.035
H -2.422 -2.363 -0.798
H -0.789 1.568 -9.542
H 3.356 -0.858 3.679
H 3.054 0.150 -0.963
```

---

# C30H62Br28NO

15 unconnected molecules or ions with the total composition C30H62Br28NO (wB97M-V/def2-TZVPD, the Open Molecules 2025 dataset).

Output
LUMO ... 1.30 eV
DFT total energy ... -1996842.616 eV
Gap between HOMO and LUMO ... 2.95 eV
Total charge ... -1

The geometry in XYZ format:
```
122
C30H62Br28NO | the Open Molecules 2025 dataset | wB97M-V/def2-TZVPD
H 2.261 3.093 1.576
Br -3.470 -3.356 2.101
H -3.658 -3.266 -0.358
Br 9.034 3.197 -1.642
C -2.246 -8.208 1.539
H 12.343 2.718 0.230
H -7.630 -3.011 -1.895
C 4.713 7.705 -4.878
H 11.695 1.988 -1.250
H -2.112 10.367 -3.210
Br -5.760 5.492 -1.165
H 5.470 3.884 0.842
H -6.726 3.289 -1.776
H -9.444 -1.178 -1.612
Br 5.038 6.230 -2.437
O 1.621 -4.171 4.700
Br 13.963 -0.999 -0.571
H -1.514 -6.233 1.935
H -3.165 -1.689 0.281
C 1.179 5.410 -2.228
C -7.157 -9.314 0.947
Br -0.285 -1.952 0.891
H 6.369 5.232 0.122
Br 4.004 5.025 3.136
H 4.745 -5.105 4.446
Br -8.946 -11.371 -1.439
Br 0.374 1.828 0.596
C 1.723 2.221 1.939
Br 10.680 0.977 0.779
H 2.963 0.607 1.191
H -7.446 4.601 -2.732
H -8.926 -1.057 0.081
H 1.838 5.997 -2.860
C -8.124 -10.146 1.746
H 4.196 5.607 -4.684
C 2.634 1.039 2.131
C -7.591 -2.176 -1.204
C 2.638 -4.890 4.082
Br 2.849 8.229 -4.655
C 14.557 -1.587 1.184
Br -12.226 -9.766 -1.954
H 10.993 4.448 -0.807
C 3.993 -4.323 4.496
C -9.415 -9.816 -2.513
H -0.746 11.257 -3.910
H 1.188 2.478 2.847
H -9.736 -10.190 -3.479
H 14.391 -0.970 3.230
C -1.954 -6.798 1.114
H 2.548 -4.829 3.004
C -1.058 10.317 -3.461
H -6.134 -9.403 1.293
H -8.640 5.354 -0.558
H 14.001 -2.499 1.389
C -1.550 -3.101 -0.019
Br -7.619 -7.424 1.017
H -10.539 -8.002 -2.338
H -3.421 3.489 2.118
C -0.196 9.987 -2.275
Br -7.780 -9.993 3.657
C 14.264 -0.551 2.235
Br -0.946 8.541 -1.216
Br 7.513 4.417 2.151
C -3.821 1.589 1.222
H 13.266 -0.135 2.140
H -0.130 10.837 -1.600
Br -6.535 -2.752 0.320
H -9.158 -9.862 1.587
C 5.964 4.828 1.048
C 1.113 3.961 -2.626
H -8.000 -11.200 1.516
H -9.211 3.828 -1.259
H -2.805 -8.213 2.472
Br -2.611 3.780 -0.191
H 5.313 8.448 -4.366
H 3.503 1.313 2.728
H 5.591 6.662 2.143
H -4.311 1.244 2.129
Br 2.889 3.260 -3.012
C 10.484 3.575 -0.403
H 4.262 -3.489 3.866
H 2.558 -5.942 4.375
H -7.029 -1.359 -1.653
H 0.187 5.858 -2.226
H -1.351 -8.810 1.648
Br -0.639 -6.724 -0.318
H 1.023 -2.903 3.331
H 4.898 7.762 -5.948
H 15.613 -1.816 1.099
Br -3.386 -9.125 0.247
H 0.543 3.836 -3.545
H -10.249 -8.807 -0.786
Br 1.705 -0.367 3.110
Br -10.139 -3.185 -0.353
Br 15.506 0.946 2.139
C 4.965 6.309 -4.376
C 11.436 2.416 -0.288
Br -0.876 8.984 -4.867
Br -4.867 0.837 -0.240
H -2.829 1.151 1.158
C 5.054 5.828 1.706
H 0.804 9.677 -2.563
H -1.379 -2.963 -1.085
H -2.837 -6.280 0.756
H 3.896 -3.962 5.510
C -2.975 -2.757 0.317
H 0.690 3.334 -1.846
H -8.490 -9.255 -2.630
N 0.583 -3.738 3.736
C -7.169 4.279 -1.730
C -10.456 -8.964 -1.840
H 5.935 5.953 -4.716
H -7.206 -9.579 -0.104
C -8.360 4.338 -0.812
C -8.958 -1.701 -0.791
H 10.021 3.832 0.544
Br -8.025 3.410 0.866
H -1.285 -4.109 0.275
H -4.784 3.520 0.982
C -3.805 3.094 1.180
Br 1.828 5.586 -0.404
H 4.327 6.199 0.986
```

---

# C30H63ClF3N4O6P2

2 unconnected molecules or ions with the total composition C30H63ClF3N4O6P2 in a non-equilibrium geometry (wB97M-V/def2-TZVPD, the Open Molecules 2025 dataset).

Output
LUMO ... -4.21 eV
DFT total energy ... -89621.213 eV
Gap between HOMO and LUMO ... 6.17 eV
Total charge ... +1

The geometry in XYZ format:
```
109
C30H63ClF3N4O6P2 | the Open Molecules 2025 dataset | wB97M-V/def2-TZVPD
H 1.873 -0.762 -1.788
H -5.053 2.039 -1.218
F -5.053 2.428 1.950
H -2.658 0.526 -1.469
C -5.437 -1.949 -2.922
C 6.010 -1.495 7.024
C -2.701 1.426 -0.856
F -5.783 3.687 0.316
H -7.356 -2.484 -2.194
C 0.332 0.988 -3.218
H 4.170 -0.809 0.983
H -2.305 3.471 -3.547
P -1.736 2.393 -4.260
C 4.679 -0.862 1.951
C -4.049 -2.726 0.820
H 0.385 -0.837 0.152
H -1.340 -1.995 0.685
H 5.193 1.860 3.662
C 1.846 0.789 -3.326
H 6.212 -0.520 7.464
H 3.110 -2.006 2.821
O -1.864 2.575 -5.709
H -0.250 -0.427 3.012
C 0.787 -0.593 1.133
H -5.134 -3.836 -1.233
H -0.106 0.243 -3.877
C -5.578 -2.793 0.625
H 4.949 -1.546 6.757
H -1.701 -3.774 2.225
C -6.406 -2.191 -1.754
H 1.579 2.599 0.097
N 4.781 -2.456 3.944
H -3.593 -3.558 0.283
H 4.663 -1.669 4.569
H 4.982 0.389 4.604
H 3.375 0.561 -4.764
H -6.799 -3.989 -0.667
H 6.228 -2.267 7.767
C 1.156 1.611 -0.077
H 4.311 -2.979 1.984
H 2.424 4.170 -4.796
C -5.008 1.508 -0.270
H 1.514 -0.859 -5.676
C 6.788 -2.907 5.270
H 1.895 1.059 -0.648
F -6.976 1.971 0.991
H 6.311 -3.754 3.367
H -6.583 -1.251 -1.237
N -0.075 3.160 -1.514
H -1.441 2.203 0.747
C 5.249 0.773 3.617
O -0.264 4.993 0.426
H -2.247 4.035 -0.441
O 4.334 0.338 2.621
H -4.126 -3.586 2.806
C 1.568 0.212 -5.837
C 2.360 0.953 -4.759
C -2.114 -2.808 2.501
O 6.846 -1.627 5.889
H 1.762 -1.072 1.187
H -4.772 -1.106 -2.737
H 3.255 -0.759 -2.849
H -1.952 -2.623 3.562
C 1.005 0.922 1.274
H 0.445 -2.037 2.696
C 2.179 -0.610 -2.817
C -3.634 -2.771 2.283
C 0.284 3.284 -2.817
H 1.959 1.039 1.778
H 1.733 -1.377 -3.443
H 2.450 1.990 -5.070
C -5.963 -3.304 -0.778
H 1.977 0.426 -6.817
C 6.197 -2.797 3.883
H -3.726 -1.793 0.365
H -2.929 2.305 -1.458
N -0.086 2.308 -3.757
H -1.053 5.377 -1.803
H 5.752 -0.904 1.733
H 6.275 0.485 3.379
C -1.381 1.519 -0.097
O -0.168 0.731 -1.925
H 0.545 0.588 -5.872
H -1.267 0.528 0.323
P -0.948 4.448 -0.751
C -0.142 1.766 -0.932
H -6.049 -3.360 1.420
C -1.442 -1.676 1.720
H 6.220 -3.613 5.881
N 1.022 4.265 -3.258
H 7.812 -3.280 5.189
H 2.337 1.519 -2.677
H -5.933 -1.766 0.684
Cl 1.647 5.400 -2.165
H 0.699 4.023 -5.337
H -5.581 0.586 -0.338
O -3.690 1.250 0.138
H -4.830 -2.828 -3.119
H 0.275 1.372 1.937
H -5.969 -1.732 -3.844
C -5.708 2.405 0.767
C 4.186 -2.124 2.656
H -3.977 -1.840 2.741
C 1.399 4.494 -4.662
C -0.090 -1.196 2.264
H 6.782 -2.045 3.335
H 1.369 5.565 -4.827
H -2.130 -0.829 1.760
H -2.323 1.203 -3.811
```

---

# C30H63N2O13

6 unconnected molecules or ions with the total composition C30H63N2O13 (wB97M-V/def2-TZVPD, the Open Molecules 2025 dataset).

Output
LUMO ... -4.31 eV
DFT total energy ... -61716.131 eV
Gap between HOMO and LUMO ... 6.41 eV
Total charge ... +1

The geometry in XYZ format:
```
108
C30H63N2O13 | the Open Molecules 2025 dataset | wB97M-V/def2-TZVPD
O -0.725 -0.246 -2.003
C -3.558 2.192 2.850
H -4.757 6.396 -1.788
C -1.569 0.754 -4.061
O 2.191 2.937 2.110
H 3.737 2.695 0.802
H -2.355 6.581 -2.055
C 0.519 -0.912 -2.164
H 3.484 -4.595 1.652
O -3.680 0.782 3.006
H 0.515 -2.535 -7.472
C 3.559 -3.712 2.294
H -0.530 -2.264 2.731
H -1.761 8.196 -1.611
C -0.832 0.960 -2.757
H -6.550 2.280 5.474
H -3.799 2.479 1.821
C -4.282 5.571 0.140
C 1.273 -3.323 -7.432
O -0.861 -0.115 -4.922
H 2.225 -2.890 -7.754
H 4.916 -0.526 4.227
O 4.581 -3.866 3.258
H 2.443 -7.183 -7.545
C 2.688 -4.038 -5.670
C -4.413 2.969 3.825
H -5.480 7.243 -0.413
H 5.498 -5.224 4.457
H 3.235 -3.109 -5.471
C 0.861 2.735 2.127
C -6.387 1.827 4.491
H -4.107 0.106 1.087
C -2.649 7.615 -1.854
O -3.529 7.703 -0.750
H -5.774 0.930 4.606
H 6.112 2.179 2.384
H -4.217 4.036 3.681
C 5.771 1.154 2.513
C 0.865 -4.437 -8.370
N -0.301 -1.284 2.618
H 5.873 0.642 1.554
H -3.109 8.037 -2.754
H -1.831 6.221 0.511
H 1.491 -3.255 2.148
H 1.187 -6.309 -6.643
H -0.585 -2.075 -5.387
O -3.154 4.822 -0.289
O 1.734 -4.502 3.726
C 4.916 -5.218 3.538
H 0.830 -0.955 -3.208
C 0.419 1.304 2.289
C 2.223 -3.430 2.946
O 0.038 3.591 2.099
H -1.383 1.682 -2.146
H 2.299 -2.520 3.556
C -0.127 0.597 1.220
N 4.358 1.136 2.991
C 0.559 0.695 3.539
H -4.136 5.922 1.167
C 2.931 2.088 1.211
H 2.311 1.746 0.385
H -0.106 -4.845 -8.072
H -1.963 4.676 1.398
H -1.553 -1.814 -3.925
H 1.291 -0.406 -1.569
C -1.351 -1.447 -4.934
H 3.229 -4.619 -6.418
H -1.128 4.735 -0.160
H -4.809 -0.810 2.441
O 1.838 -5.464 -8.433
C 3.496 0.862 1.913
H -2.505 2.443 3.026
C -4.573 6.746 -0.767
H 0.979 1.236 4.376
H 6.400 0.640 3.230
H 3.822 -2.855 1.667
H -2.267 -1.514 -5.530
H 0.164 1.369 -2.955
H 0.765 -7.212 -8.121
H -2.578 0.377 -3.871
H -0.880 -1.323 0.615
H -1.659 1.721 -4.564
H -4.142 2.712 4.855
C -4.572 0.188 2.077
H 0.300 -1.153 4.609
H 5.523 -5.640 2.732
O -5.792 2.757 3.602
C -0.478 -0.717 1.414
H 0.389 -1.927 -1.788
H 1.285 -3.645 5.568
C 0.183 -0.618 3.680
H 4.071 0.789 5.050
C 1.532 -6.596 -7.639
H 1.818 -5.336 5.575
H -0.254 1.049 0.247
H -7.351 1.547 4.071
O 1.362 -3.761 -6.082
H 4.024 -5.833 3.677
O 3.181 -0.240 1.533
C 4.130 0.222 4.121
H -5.496 0.761 1.987
C 1.981 -4.364 5.117
H 2.630 -4.616 -4.748
H 0.762 -4.022 -9.377
H 3.198 -0.327 3.996
H -5.144 4.898 0.132
H 3.006 -4.043 5.312
C -1.963 5.142 0.411
```